#P
Density functional theory data (the ωB97M-V functional and the def2-TZVPD basis) for an isolated ion of composition C4H9NP and charge +1.

Each line ends with the Löwdin charge.
Cartesian coordinates (Å):
1 C -1.940 1.372 2.364  -0.25
2 C -0.530 -1.298 -0.418  -0.36
3 C 0.933 -0.964 -0.252  -0.11
4 C -1.152 -0.126 0.253  -0.41
5 N 1.846 -0.184 -1.084  0.18
6 P -1.453 -0.223 1.983  0.90
7 H -2.607 1.387 3.141  -0.04
8 H -1.426 2.154 1.848  0.01
9 H -0.855 -1.399 -1.570  0.15
10 H -0.875 -2.262 0.155  0.14
11 H 1.194 -1.230 0.821  0.13
12 H -1.443 0.773 -0.392  0.10
13 H 2.730 -0.463 -0.892  0.10
14 H 1.819 0.936 -0.760  0.26
15 H 1.599 -0.188 -2.104  0.20

The HOMO-LUMO gap (alpha / beta) is 7.126 / 7.907 eV. Its LUMO energy (alpha / beta) is -4.9 / -4.6 eV. The total charge is +1.

#Q
Density functional theory data (the ωB97M-V functional and the def2-TZVPD basis) for an isolated ion of composition C4H9NP and charge +1.

Each line ends with the Löwdin charge.
Cartesian coordinates (Å):
1 C -2.107 1.693 0.091  -0.25
2 P -1.736 0.090 -0.224  1.00
3 C 0.119 -0.439 -0.109  -0.64
4 N 0.171 -1.864 -0.309  0.20
5 C 1.103 0.226 0.881  -0.06
6 C 1.250 0.462 -0.595  -0.08
7 H -3.126 1.796 0.133  -0.03
8 H -1.438 2.343 0.446  -0.04
9 H 1.023 -2.109 0.078  0.14
10 H 0.119 -2.027 -1.320  0.19
11 H -0.670 -2.128 0.217  0.14
12 H 1.735 -0.400 1.433  0.10
13 H 0.560 1.018 1.379  0.10
14 H 0.824 1.349 -0.998  0.09
15 H 2.173 -0.009 -1.102  0.15

The HOMO-LUMO gap is 9.591 eV. Its SMILES is C=PC1([NH3+])CC1. Its LUMO energy is -4.2 eV. The total charge is +1.

Verdict on stability: #Q comes out on top.